[1]
Entry from the Open Molecules 2025 dataset: C46H47N7O7S3SiTi as an isolated structure at a distorted geometry (ωB97M-V/def2-TZVPD).

Each line ends with the Mulliken spin population.
Cartesian coordinates (Å):
Ti1 0.597 -0.003 -0.270  0.0684
C1 -2.282 2.498 -2.601  -0.0096
C2 -1.478 1.919 -1.474  0.4052
N1 -0.970 0.646 -1.588  0.0865
N2 -1.408 0.020 -2.705  -0.0796
C3 -1.069 -1.214 -2.818  0.1413
S1 -0.069 -2.023 -1.658  0.0049
S2 -1.677 -2.102 -4.230  0.0003
C4 -3.381 -2.497 -3.676  0.0268
C5 -4.383 -1.422 -3.966  -0.0035
C6 -4.818 -0.559 -2.966  0.0044
C7 -5.729 0.449 -3.246  0.0017
C8 -6.222 0.606 -4.532  -0.0011
C9 -5.793 -0.250 -5.539  -0.0007
C10 -4.883 -1.253 -5.256  -0.0002
C11 -1.209 2.741 -0.343  -0.0747
C12 -1.509 4.126 -0.344  0.2105
C13 -1.228 4.943 0.735  -0.1064
C14 -0.638 4.426 1.881  0.1981
C15 -0.331 3.068 1.926  -0.1278
C16 -0.609 2.253 0.848  0.1576
O1 -0.310 0.942 0.930  0.0344
H1 -2.707 1.715 -3.218  0.0096
H2 -1.659 3.120 -3.254  0.0178
H3 -3.084 3.129 -2.217  0.0050
H4 -3.321 -2.705 -2.608  -0.0040
H5 -3.652 -3.421 -4.190  -0.0008
H6 -4.417 -0.660 -1.966  0.0009
H7 -6.037 1.123 -2.457  0.0011
H8 -6.925 1.399 -4.753  0.0001
H9 -6.167 -0.131 -6.548  -0.0001
H10 -4.536 -1.908 -6.046  0.0005
H11 -1.934 4.569 -1.233  0.0329
H12 -1.452 6.002 0.671  -0.0058
H13 -0.402 5.063 2.722  0.0201
H14 0.123 2.620 2.799  -0.0036
C17 1.188 -1.691 1.001  0.0013
Si1 0.189 -2.042 2.499  -0.0085
C18 -1.612 -2.406 2.031  0.0007
N3 -2.207 -1.256 1.375  0.0198
C19 -3.140 -1.553 0.300  -0.0265
C20 -4.578 -1.688 0.792  0.0028
C21 -5.041 -0.347 1.398  -0.0040
C22 -3.840 0.544 1.737  -0.0024
C23 -2.718 -0.286 2.339  0.0094
C24 0.363 -0.735 3.849  0.0018
C25 1.381 0.217 3.794  -0.0024
C26 1.591 1.101 4.845  -0.0002
C27 0.774 1.061 5.964  -0.0004
C28 -0.250 0.126 6.034  0.0006
C29 -0.441 -0.765 4.990  -0.0001
C30 0.796 -3.620 3.388  0.0005
C31 2.027 -3.605 4.049  -0.0001
C32 2.530 -4.730 4.681  -0.0001
C33 1.803 -5.913 4.674  0.0000
C34 0.578 -5.955 4.030  0.0000
C35 0.087 -4.821 3.395  0.0003
H15 1.226 -2.628 0.433  0.0038
H16 2.221 -1.458 1.279  0.0000
H17 -2.222 -2.768 2.881  -0.0005
H18 -1.549 -3.230 1.314  -0.0010
H19 -2.788 -2.452 -0.210  -0.0036
H20 -3.076 -0.749 -0.441  0.0117
H21 -4.620 -2.481 1.544  0.0003
H22 -5.236 -1.998 -0.025  0.0007
H23 -5.612 -0.535 2.314  -0.0001
H24 -5.714 0.174 0.713  -0.0010
H25 -4.132 1.322 2.445  -0.0007
H26 -3.463 1.059 0.850  0.0043
H27 -3.104 -0.807 3.239  -0.0008
H28 -1.904 0.358 2.673  -0.0046
H29 2.005 0.287 2.911  0.0007
H30 2.386 1.833 4.777  0.0000
H31 0.931 1.758 6.778  -0.0001
H32 -0.895 0.092 6.904  0.0000
H33 -1.234 -1.501 5.065  0.0001
H34 2.604 -2.688 4.070  0.0001
H35 3.490 -4.686 5.179  0.0000
H36 2.192 -6.796 5.168  0.0000
H37 0.003 -6.873 4.018  0.0000
H38 -0.871 -4.883 2.895  0.0000
C36 5.635 -0.931 -3.570  0.0016
N4 4.396 -1.579 -3.943  -0.0004
C37 4.156 -2.348 -5.064  0.0002
C38 2.877 -2.777 -4.993  0.0007
N5 2.347 -2.261 -3.833  0.0026
C39 3.279 -1.536 -3.172  -0.0009
S3 3.150 -0.733 -1.715  0.0024
H39 6.340 -1.038 -4.390  -0.0013
H40 6.039 -1.383 -2.665  -0.0011
H41 5.462 0.123 -3.359  0.0048
H42 4.909 -2.504 -5.813  0.0000
H43 2.303 -3.389 -5.660  0.0001
H44 1.445 -2.463 -3.399  -0.0020
O2 1.476 1.814 -1.137  0.0039
C40 2.417 1.736 -0.305  -0.0420
O3 2.367 0.786 0.534  0.0181
C41 3.563 2.680 -0.350  -0.1365
C42 4.846 2.167 -0.416  0.1292
C43 5.940 3.041 -0.576  0.0294
C44 5.714 4.429 -0.573  0.1083
C45 4.416 4.883 -0.485  -0.0364
C46 3.306 4.050 -0.403  0.1889
N6 4.196 6.337 -0.506  -0.0023
O4 5.170 7.072 -0.483  0.0003
O5 3.045 6.744 -0.548  -0.0094
N7 7.218 2.549 -0.765  0.1880
O6 8.183 3.370 -0.857  0.2187
O7 7.384 1.293 -0.871  0.2099
H45 5.021 1.102 -0.399  0.0379
H46 6.549 5.106 -0.658  0.0304
H47 2.303 4.444 -0.374  0.0448

The value obtained for the energy above the lowest of the compared OMol25 structures with the same formula, charge and spin is 1.414 eV. The spin multiplicity is 3. The value obtained for the highest occupied orbital energy (alpha / beta) is -0.666 / -3.086 eV. For the gap between HOMO and LUMO (alpha / beta), the calculation gives 0.15932 / 0.24783 Eh. Its net charge is -2.

[2]
Entry from the Open Molecules 2025 dataset: C46H48BrClN5S2Tl as an isolated structure at a distorted geometry (ωB97M-V/def2-TZVPD).

Each line ends with the Mulliken charge.
Cartesian coordinates (Å):
Tl1 -1.087 2.012 -1.438  0.7363
S1 -3.482 3.413 -1.973  -0.3123
C1 -3.862 1.882 -2.711  -0.4088
C2 -4.861 1.064 -2.147  -0.7692
C3 -5.253 -0.155 -2.692  0.7390
C4 -6.276 -0.934 -2.049  -0.0860
N1 -7.096 -1.558 -1.531  -0.6674
C5 -4.620 -0.607 -3.863  0.8503
C6 -3.611 0.166 -4.422  -0.8492
C7 -3.182 1.390 -3.881  0.1590
S2 -1.858 2.219 -4.614  -0.4229
C8 -4.940 -1.870 -4.469  -0.1629
N2 -5.156 -2.881 -4.983  -0.7139
H1 -5.347 1.417 -1.246  0.4892
H2 -3.115 -0.185 -5.314  0.6127
C9 -2.130 -1.625 -1.245  0.2634
C10 -1.696 -2.652 -2.294  0.2807
C11 -0.952 -3.820 -1.638  -1.4345
C12 -0.919 -2.093 -3.478  1.2133
C13 -1.323 -2.450 -4.760  -0.9401
C14 -0.664 -1.974 -5.883  -1.5465
C15 0.410 -1.117 -5.740  -0.2879
C16 0.873 -0.741 -4.482  0.7179
C17 2.015 0.261 -4.383  0.6880
C18 1.729 1.537 -5.179  -1.4180
C19 3.341 -0.357 -4.836  -1.6299
C20 0.212 -1.270 -3.359  -0.5513
N3 0.659 -0.948 -2.044  0.5922
C21 1.782 -1.361 -1.693  -0.8717
C22 2.291 -1.130 -0.307  -0.4106
N4 1.731 -0.355 0.505  0.4299
C23 2.283 -0.308 1.820  0.1487
C24 2.188 -1.413 2.675  0.4643
C25 2.811 -1.334 3.920  -0.6548
C26 3.510 -0.206 4.302  -1.7902
C27 3.558 0.893 3.458  -0.2074
C28 2.925 0.876 2.221  1.1676
C29 2.980 2.086 1.319  0.7108
C30 4.364 2.221 0.675  -1.7592
C31 2.579 3.356 2.077  -1.0715
C32 1.402 -2.661 2.322  1.5762
C33 2.317 -3.879 2.172  -1.8002
C34 0.301 -2.930 3.352  -1.0878
H3 -2.873 -2.079 -0.583  0.6023
H4 -2.595 -0.758 -1.717  -0.8492
H5 -1.293 -1.280 -0.636  -0.5091
H6 -2.612 -3.059 -2.729  0.5051
H7 -0.006 -3.489 -1.200  0.1097
H8 -0.734 -4.609 -2.363  0.3466
H9 -1.558 -4.249 -0.835  0.4490
H10 -2.197 -3.084 -4.869  0.5013
H11 -1.021 -2.237 -6.871  0.3461
H12 0.883 -0.698 -6.622  0.2657
H13 2.123 0.558 -3.342  0.4105
H14 1.806 1.356 -6.257  0.3227
H15 2.457 2.311 -4.919  0.4287
H16 0.726 1.907 -4.969  0.0915
H17 3.283 -0.659 -5.887  0.3106
H18 3.601 -1.246 -4.254  0.3517
H19 4.157 0.367 -4.740  0.4387
H20 2.430 -1.941 -2.357  0.3552
H21 3.180 -1.702 -0.027  0.5121
H22 2.739 -2.175 4.602  0.3104
H23 3.990 -0.169 5.273  0.3297
H24 4.077 1.791 3.774  0.3031
H25 2.256 1.931 0.520  0.2257
H26 5.128 2.416 1.435  0.3104
H27 4.374 3.051 -0.036  0.4464
H28 4.649 1.308 0.142  0.3583
H29 3.221 3.532 2.945  0.2318
H30 1.540 3.311 2.429  -0.1351
H31 2.665 4.229 1.424  0.4837
H32 0.904 -2.496 1.367  -0.5892
H33 2.810 -4.111 3.121  0.3653
H34 3.100 -3.705 1.429  0.3677
H35 1.743 -4.758 1.868  0.4379
H36 0.718 -3.147 4.340  0.3160
H37 -0.299 -3.791 3.044  0.5799
H38 -0.361 -2.067 3.455  -0.1512
Br1 -0.398 6.671 2.226  -0.3276
C35 -1.094 4.894 2.261  -0.7448
C36 -1.745 4.388 3.421  -0.0592
C37 -2.270 3.146 3.409  -1.0839
C38 -2.152 2.250 2.195  0.2977
N5 -1.654 2.920 1.008  -0.2719
C39 -1.162 4.131 1.102  0.0807
H39 -1.837 5.012 4.306  0.3648
H40 -2.788 2.766 4.282  0.4355
H41 -3.153 1.860 1.956  0.0015
H42 -0.789 4.568 0.169  0.4029
Cl1 0.198 -0.385 8.091  -0.2871
C40 -0.233 0.001 6.433  0.3171
C41 0.326 1.117 5.828  -1.1067
C42 -0.010 1.414 4.516  0.7303
C43 -0.894 0.608 3.795  0.3449
C44 -1.255 0.958 2.388  -0.0794
C45 -1.441 -0.499 4.438  -0.3537
C46 -1.119 -0.816 5.754  -0.6930
H43 1.014 1.746 6.380  0.4198
H44 0.421 2.293 4.034  0.0837
H45 -1.772 0.109 1.932  0.1401
H46 -0.339 1.117 1.811  -0.7510
H47 -2.146 -1.125 3.900  0.5380
H48 -1.549 -1.681 6.243  0.4359

The value obtained for the energy above the lowest of the compared OMol25 structures with the same formula, charge and spin is 0.000 eV. The spin multiplicity is 1. The value obtained for the highest occupied orbital energy is -1.208 eV. For the gap between HOMO and LUMO, the calculation gives 0.17144 Eh. Its net charge is -2.